[1]
Here is a molecular structure, C22H45N2OsP3SSe in a non-equilibrium geometry from OMol25. Energies are from wB97M-V/def2-TZVPD.

CARTESIAN COORDINATES (ANGSTROEM)
Os (-0.09, 0.72, 0.33)
P (1.79, 1.83, 1.20)
P (-1.43, 1.00, 2.14)
P (-1.09, 2.41, -0.95)
H (0.65, -4.83, -7.76)
C (0.86, -3.85, -8.17)
C (2.10, -3.38, -8.27)
H (2.96, -3.95, -7.94)
C (3.12, 0.78, 1.93)
C (1.57, 3.02, 2.60)
C (2.83, 2.90, 0.10)
C (-3.07, 0.17, 2.02)
C (-0.95, 0.40, 3.83)
C (-1.96, 2.70, 2.67)
C (-0.63, 2.64, -2.73)
C (-1.10, 4.21, -0.50)
C (-2.90, 2.15, -1.10)
H (0.00, -3.27, -8.50)
H (2.31, -2.39, -8.68)
H (3.24, -0.12, 1.32)
H (2.82, 0.46, 2.93)
H (4.07, 1.32, 2.00)
H (1.04, 2.54, 3.42)
H (0.97, 3.88, 2.27)
H (2.53, 3.39, 2.95)
H (3.36, 2.26, -0.61)
H (3.57, 3.47, 0.68)
H (2.19, 3.59, -0.45)
H (-3.70, 0.36, 2.90)
H (-2.90, -0.91, 1.91)
H (-3.59, 0.50, 1.12)
H (-1.65, 0.78, 4.58)
H (0.05, 0.76, 4.08)
H (-0.95, -0.69, 3.87)
H (-2.52, 2.65, 3.61)
H (-2.59, 3.16, 1.90)
H (-1.08, 3.33, 2.81)
H (-1.21, 3.46, -3.15)
H (-0.85, 1.72, -3.28)
H (0.43, 2.87, -2.81)
H (-1.93, 4.71, -1.01)
H (-0.16, 4.68, -0.81)
H (-1.22, 4.35, 0.58)
H (-3.32, 2.77, -1.90)
H (-3.37, 2.41, -0.14)
H (-3.09, 1.09, -1.30)
C (0.51, -0.69, -2.90)
C (-0.84, -1.07, -2.97)
C (-1.28, -2.02, -3.89)
C (-0.38, -2.63, -4.77)
C (0.97, -2.26, -4.71)
C (1.41, -1.31, -3.80)
S (1.17, 0.48, -1.76)
H (-1.37, -0.12, -0.26)
H (-1.54, -0.58, -2.29)
H (-2.33, -2.29, -3.92)
H (-0.72, -3.37, -5.48)
H (1.69, -2.72, -5.39)
H (2.46, -1.04, -3.76)
C (2.21, -1.30, 4.58)
N (1.08, -2.09, 4.09)
C (0.40, -2.90, 4.92)
C (-0.57, -3.55, 4.21)
N (-0.49, -3.15, 2.92)
C (-1.31, -3.67, 1.84)
C (0.50, -2.23, 2.85)
Se (1.06, -1.52, 1.30)
H (1.94, -0.23, 4.62)
H (3.12, -1.51, 3.98)
H (2.45, -1.55, 5.64)
H (0.60, -3.02, 5.98)
H (-1.27, -4.28, 4.60)
H (-0.65, -4.16, 1.09)
H (-2.02, -4.43, 2.23)
H (-1.87, -2.86, 1.36)

Calculated values
Charge   +4
Spin multiplicity   5
⟨S²⟩   6.03
E_LUMO (alpha / beta)   -10.69 / -15.18 eV
HOMO-LUMO gap (alpha / beta)   8.39 / 3.92 eV
Energy above the lowest of the compared OMol25 structures with the same formula, charge and spin   13.38 kJ/mol

[2]
Here is a molecular structure, C22H45N2P3RuSe2 in a non-equilibrium geometry from OMol25. Energies are from wB97M-V/def2-TZVPD.

CARTESIAN COORDINATES (ANGSTROEM)
Ru (0.84, 0.33, -0.71)
P (-0.51, 0.66, 1.21)
P (1.31, 2.50, -0.94)
P (2.55, -0.40, 0.61)
H (-2.01, -4.25, -0.07)
C (-1.57, -3.77, 0.82)
C (-2.61, -3.27, 1.73)
H (-3.57, -2.96, 1.34)
C (-2.29, 0.83, 0.83)
C (-0.22, 2.16, 2.24)
C (-0.56, -0.66, 2.48)
C (2.09, 3.06, -2.52)
C (-0.17, 3.58, -0.93)
C (2.48, 3.25, 0.26)
C (2.26, -2.19, 0.87)
C (2.81, 0.31, 2.29)
C (4.29, -0.40, -0.01)
H (-0.85, -4.45, 1.30)
H (-2.44, -3.32, 2.81)
H (-2.70, -0.16, 0.59)
H (-2.44, 1.50, -0.02)
H (-2.83, 1.24, 1.70)
H (-0.32, 3.07, 1.65)
H (0.78, 2.14, 2.70)
H (-0.97, 2.18, 3.05)
H (-1.24, -1.47, 2.16)
H (-0.94, -0.25, 3.42)
H (0.43, -1.09, 2.66)
H (2.34, 4.13, -2.44)
H (1.40, 2.91, -3.35)
H (3.02, 2.50, -2.72)
H (0.06, 4.54, -0.45)
H (-1.02, 3.11, -0.41)
H (-0.47, 3.77, -1.97)
H (2.75, 4.26, -0.09)
H (3.39, 2.65, 0.33)
H (2.02, 3.33, 1.26)
H (2.91, -2.54, 1.68)
H (2.49, -2.73, -0.06)
H (1.21, -2.38, 1.14)
H (3.62, -0.27, 2.77)
H (1.92, 0.25, 2.91)
H (3.13, 1.35, 2.21)
H (4.96, -0.60, 0.84)
H (4.55, 0.58, -0.44)
H (4.43, -1.17, -0.77)
C (2.43, -2.13, -2.69)
C (1.40, -3.05, -2.46)
C (1.66, -4.42, -2.60)
C (2.94, -4.86, -2.99)
C (3.94, -3.92, -3.29)
C (3.69, -2.56, -3.15)
Se (2.24, -0.21, -2.39)
H (-0.96, -2.83, 0.42)
H (0.42, -2.68, -2.16)
H (0.86, -5.14, -2.41)
H (3.14, -5.93, -3.07)
H (4.92, -4.26, -3.62)
H (4.45, -1.82, -3.38)
C (-3.07, -2.21, -1.98)
N (-3.50, -0.85, -2.19)
C (-4.82, -0.42, -2.14)
C (-4.82, 0.91, -2.42)
N (-3.50, 1.28, -2.65)
C (-3.05, 2.61, -3.01)
C (-2.68, 0.21, -2.44)
Se (-0.82, 0.18, -2.72)
H (-3.05, -2.45, -0.91)
H (-2.06, -2.33, -2.40)
H (-3.76, -2.89, -2.49)
H (-5.62, -1.10, -1.92)
H (-5.63, 1.62, -2.51)
H (-3.82, 3.09, -3.62)
H (-2.87, 3.22, -2.11)
H (-2.12, 2.52, -3.58)

Calculated values
Charge   +4
Spin multiplicity   5
⟨S²⟩   6.05
E_LUMO (alpha / beta)   -12.84 / -15.88 eV
HOMO-LUMO gap (alpha / beta)   4.90 / 4.07 eV

[3]
Here is 3 unconnected molecules or ions with the total composition C22H45N4O3 in a non-equilibrium geometry from OMol25. Energies are from wB97M-V/def2-TZVPD.

CARTESIAN COORDINATES (ANGSTROEM)
C (-2.68, -3.74, 7.10)
O (-1.76, -4.70, 7.60)
C (-0.77, -4.11, 8.46)
C (0.33, -3.30, 7.70)
C (1.15, -4.15, 6.64)
C (0.35, -4.13, 5.33)
C (-0.57, -5.16, 4.89)
N (-1.33, -5.19, 3.78)
N (-1.27, -4.22, 2.90)
C (-0.43, -3.24, 3.18)
C (0.44, -3.01, 4.34)
C (1.37, -1.81, 4.55)
C (0.92, -0.50, 3.83)
O (0.76, 0.47, 4.51)
O (0.73, -0.39, 2.46)
H (-2.98, -2.98, 7.87)
H (-3.62, -4.28, 6.80)
H (-2.32, -3.23, 6.16)
H (-0.30, -4.96, 9.02)
H (-1.30, -3.42, 9.16)
H (1.05, -2.92, 8.48)
H (-0.09, -2.39, 7.20)
H (2.14, -3.64, 6.49)
H (1.35, -5.18, 7.01)
H (-0.66, -6.04, 5.57)
H (-1.94, -5.99, 3.59)
H (-0.38, -2.44, 2.39)
H (2.41, -2.09, 4.23)
H (1.41, -1.60, 5.65)
H (1.56, -0.29, 1.97)
C (-1.24, 0.83, 0.19)
C (-0.36, 0.58, -1.02)
N (-0.56, -0.73, -1.62)
C (0.48, -1.08, -2.59)
C (0.59, -0.23, -3.85)
C (-1.92, -1.04, -2.03)
C (-2.61, -0.10, -3.02)
H (-1.13, 0.05, 0.94)
H (-0.97, 1.78, 0.66)
H (-2.30, 0.90, -0.08)
H (0.68, 0.65, -0.67)
H (-0.50, 1.40, -1.74)
H (0.35, -2.13, -2.88)
H (1.44, -1.05, -2.07)
H (-0.21, -0.44, -4.56)
H (1.53, -0.46, -4.36)
H (0.60, 0.84, -3.63)
H (-2.54, -1.09, -1.12)
H (-1.95, -2.06, -2.42)
H (-2.46, 0.95, -2.77)
H (-3.69, -0.29, -3.01)
H (-2.26, -0.27, -4.04)
C (2.17, 6.85, -6.11)
C (1.78, 5.43, -6.52)
N (1.93, 4.45, -5.45)
C (1.84, 3.08, -5.91)
C (0.51, 2.61, -6.50)
C (1.22, 4.74, -4.22)
C (-0.30, 4.93, -4.29)
H (3.18, 6.87, -5.70)
H (2.14, 7.50, -6.98)
H (1.48, 7.26, -5.37)
H (2.44, 5.15, -7.35)
H (0.76, 5.44, -6.92)
H (2.12, 2.40, -5.09)
H (2.62, 2.93, -6.67)
H (-0.24, 2.45, -5.73)
H (0.65, 1.64, -7.01)
H (0.11, 3.30, -7.24)
H (1.65, 5.65, -3.78)
H (1.44, 3.97, -3.48)
H (-0.60, 5.56, -5.12)
H (-0.65, 5.41, -3.37)
H (-0.82, 3.98, -4.37)

Calculated values
Charge   +1
E_LUMO   -4.89 eV
HOMO-LUMO gap   4.36 eV
Energy above the lowest of the compared OMol25 structures with the same formula, charge and spin   0.00 kJ/mol

[4]
Here is a molecular structure, C22H46Al2BBrCl3F2N3O9PSi2 in a non-equilibrium geometry from OMol25. Energies are from wB97M-V/def2-TZVPD.

CARTESIAN COORDINATES (ANGSTROEM)
N (6.17, 1.46, 2.98)
C (5.62, 1.28, 1.55)
C (3.96, 1.22, 1.61)
C (3.37, -0.31, 1.64)
B (3.73, -1.13, 3.06)
C (3.19, -0.45, 4.45)
C (4.03, -0.87, 5.80)
O (5.35, -1.00, 5.91)
Br (2.91, -1.17, 7.48)
P (4.68, -2.78, 2.88)
O (4.95, -3.13, 1.16)
O (6.29, -2.69, 3.57)
H (6.41, 0.49, 3.33)
H (5.44, 1.89, 3.60)
H (5.99, 0.24, 1.11)
H (5.99, 2.20, 0.90)
H (3.56, 1.72, 0.61)
H (3.54, 1.86, 2.49)
H (3.66, -0.91, 0.68)
H (2.18, -0.21, 1.61)
H (2.08, -0.81, 4.61)
H (3.20, 0.73, 4.33)
H (5.40, -2.31, 0.73)
H (6.83, -1.95, 3.16)
C (4.31, -2.12, -2.13)
Cl (3.58, -0.53, -1.83)
Cl (3.91, -2.69, -3.76)
Cl (6.06, -2.06, -1.89)
H (3.89, -2.83, -1.41)
C (2.11, 3.10, -4.84)
C (2.88, 2.61, -3.63)
O (2.22, 2.58, -2.55)
O (4.08, 2.30, -3.85)
H (1.08, 3.36, -4.58)
H (2.59, 3.99, -5.25)
H (2.09, 2.32, -5.60)
Al (1.42, -3.03, 8.62)
C (-0.38, 0.12, -0.38)
Si (-1.28, -0.30, -1.99)
C (-0.72, -2.02, -2.49)
C (-0.70, 0.93, -3.28)
N (-3.00, -0.21, -1.69)
Si (-4.14, -0.54, -2.96)
C (-4.01, -2.30, -3.61)
C (-4.00, 0.65, -4.40)
C (-5.89, -0.34, -2.26)
H (0.70, 0.08, -0.53)
H (-0.64, 1.13, -0.04)
H (-0.64, -0.59, 0.41)
H (0.37, -2.08, -2.45)
H (-1.02, -2.26, -3.51)
H (-1.13, -2.78, -1.82)
H (-1.09, 1.93, -3.07)
H (-1.01, 0.63, -4.29)
H (0.39, 0.99, -3.28)
H (-3.13, -2.43, -4.23)
H (-4.88, -2.53, -4.24)
H (-3.99, -3.02, -2.79)
H (-3.96, 1.68, -4.05)
H (-4.87, 0.55, -5.06)
H (-3.11, 0.45, -5.00)
H (-6.04, 0.67, -1.89)
H (-6.06, -1.04, -1.43)
H (-6.63, -0.54, -3.04)
N (5.84, 1.57, 7.31)
C (6.95, 2.35, 7.10)
C (6.72, 3.59, 7.66)
C (5.42, 3.55, 8.23)
C (4.91, 2.30, 8.01)
H (5.73, 0.61, 7.01)
H (7.81, 1.96, 6.57)
H (7.40, 4.42, 7.65)
H (4.92, 4.36, 8.75)
H (3.96, 1.86, 8.28)
C (-4.51, -1.22, -7.09)
O (-5.59, -0.76, -6.65)
O (-4.58, -2.54, -7.22)
O (-3.43, -0.67, -7.39)
H (-5.50, -2.54, -6.90)
C (-9.82, -1.68, 0.76)
C (-9.71, -1.13, -0.64)
O (-8.97, -1.66, -1.47)
C (-10.53, 0.08, -0.98)
H (-9.17, -2.55, 0.86)
H (-9.50, -0.92, 1.48)
H (-10.85, -1.98, 0.96)
H (-10.24, 0.92, -0.33)
H (-11.59, -0.14, -0.85)
H (-10.35, 0.37, -2.02)
Al (-2.57, 2.20, -2.88)
F (2.05, 2.01, 0.84)
F (-12.71, -1.59, -0.21)

Calculated values
Charge   +1
E_LUMO   -8.31 eV
HOMO-LUMO gap   1.20 eV

[5]
Here is a molecular structure, C22H46BClF8LiMgNO10PRb in a non-equilibrium geometry from OMol25. Energies are from wB97M-V/def2-TZVPD.

CARTESIAN COORDINATES (ANGSTROEM)
C (-1.26, 0.54, 2.94)
C (-2.50, -0.33, 2.83)
O (-2.76, -0.80, 1.54)
C (-2.00, -1.97, 1.44)
C (-2.64, -2.93, 0.48)
O (-3.14, -4.05, 1.21)
C (-2.38, -5.23, 1.36)
B (-1.66, -5.19, 2.81)
C (-0.48, -6.30, 3.01)
C (0.86, -5.71, 2.75)
C (1.85, -6.69, 3.32)
Cl (1.12, -5.35, 0.95)
H (-1.13, 1.07, 2.01)
H (-0.38, -0.07, 3.07)
H (-1.34, 1.21, 3.79)
H (-2.38, -1.16, 3.48)
H (-3.35, 0.25, 3.17)
H (-0.96, -1.80, 1.18)
H (-2.07, -2.45, 2.40)
H (-3.51, -2.46, 0.07)
H (-1.98, -3.16, -0.34)
H (-1.75, -5.42, 0.50)
H (-3.11, -6.03, 1.37)
H (-2.56, -5.34, 3.69)
H (-1.13, -4.10, 3.03)
H (-0.43, -6.59, 4.05)
H (-0.63, -7.22, 2.45)
H (0.94, -4.79, 3.30)
H (2.91, -6.42, 3.26)
H (1.56, -6.73, 4.36)
H (1.67, -7.64, 2.82)
Rb (-0.09, -6.59, -0.92)
Li (3.29, -8.34, 4.21)
F (2.26, 6.40, 0.97)
C (1.40, 5.76, 1.80)
C (1.72, 5.67, 3.14)
C (0.84, 5.01, 3.99)
C (-0.33, 4.46, 3.48)
C (-0.63, 4.57, 2.13)
C (0.24, 5.23, 1.28)
H (2.64, 6.10, 3.51)
H (1.06, 4.92, 5.04)
H (-1.02, 3.95, 4.15)
H (-1.54, 4.14, 1.74)
H (0.03, 5.33, 0.23)
F (-3.99, -1.87, 4.31)
C (1.07, 7.76, -6.98)
O (0.79, 6.51, -6.39)
C (1.66, 5.49, -6.82)
C (1.82, 4.42, -5.77)
O (2.68, 4.79, -4.70)
C (2.20, 5.72, -3.75)
C (1.17, 5.15, -2.81)
O (-0.10, 5.08, -3.43)
C (-0.93, 4.08, -2.88)
H (0.92, 7.72, -8.07)
H (0.39, 8.49, -6.56)
H (2.10, 8.07, -6.77)
H (2.65, 5.90, -7.07)
H (1.23, 5.03, -7.73)
H (2.29, 3.56, -6.24)
H (0.84, 4.10, -5.40)
H (1.83, 6.63, -4.23)
H (3.07, 5.99, -3.15)
H (1.08, 5.81, -1.93)
H (1.49, 4.15, -2.48)
H (-0.46, 3.10, -2.95)
H (-1.85, 4.07, -3.45)
H (-1.16, 4.30, -1.83)
F (-3.68, -4.19, -6.45)
P (-2.12, -4.52, -5.98)
F (-1.90, -2.88, -6.08)
F (-0.80, -5.56, -5.95)
F (-1.64, -4.20, -4.39)
F (-1.78, -4.53, -7.59)
F (-2.91, -5.82, -5.26)
O (-0.76, 6.27, 6.87)
H (0.12, 6.61, 6.65)
H (-1.33, 6.62, 6.18)
Mg (-4.29, -3.49, 4.33)
C (2.99, -0.26, -0.15)
C (2.75, -0.97, -1.47)
O (3.03, -2.37, -1.38)
H (4.02, -0.39, 0.17)
H (2.79, 0.81, -0.24)
H (2.35, -0.66, 0.63)
H (3.40, -0.58, -2.24)
H (1.71, -0.83, -1.79)
H (2.45, -2.73, -0.70)
N (-0.13, -8.54, 6.24)
O (-0.12, -8.10, 7.39)
O (0.99, -8.90, 5.69)
O (-1.18, -8.61, 5.57)

Calculated values
E_LUMO   -3.74 eV
HOMO-LUMO gap   5.04 eV

[6]
Here is 11 unconnected molecules or ions with the total composition C22H46Cl20NO2 in a non-equilibrium geometry from OMol25. Energies are from wB97M-V/def2-TZVPD.

CARTESIAN COORDINATES (ANGSTROEM)
O (3.58, 9.46, -0.54)
C (2.32, 9.03, -0.48)
C (0.97, 9.96, -0.66)
N (-0.10, 9.32, 0.24)
O (-0.83, 8.53, -0.58)
H (2.15, 7.88, -0.22)
H (0.53, 9.97, -1.74)
H (1.08, 11.07, -0.30)
H (0.37, 8.67, 0.93)
H (-0.66, 10.03, 0.76)
H (-0.21, 7.80, -0.93)
Cl (-0.23, 2.74, -1.36)
C (-1.41, 4.07, -1.29)
C (-0.89, 5.33, -1.97)
Cl (0.45, 6.08, -1.06)
H (-1.66, 4.25, -0.24)
H (-2.31, 3.72, -1.80)
H (-1.69, 6.08, -2.02)
H (-0.54, 5.13, -2.98)
Cl (0.66, -0.89, 1.77)
C (2.25, -0.09, 1.77)
C (2.46, 0.78, 0.54)
Cl (2.61, -0.18, -0.95)
H (3.02, -0.87, 1.84)
H (2.30, 0.52, 2.67)
H (3.39, 1.35, 0.65)
H (1.64, 1.49, 0.41)
Cl (-3.45, 1.50, -1.92)
C (-2.75, 0.27, -3.00)
C (-2.90, -1.14, -2.44)
Cl (-1.89, -1.40, -0.99)
H (-1.70, 0.52, -3.17)
H (-3.28, 0.35, -3.95)
H (-2.58, -1.87, -3.18)
H (-3.94, -1.35, -2.17)
Cl (-3.07, -2.33, -5.68)
C (-1.52, -2.62, -6.52)
C (-0.67, -3.66, -5.81)
Cl (-0.05, -3.06, -4.25)
H (-1.00, -1.66, -6.61)
H (-1.77, -2.97, -7.53)
H (0.21, -3.91, -6.42)
H (-1.23, -4.58, -5.62)
Cl (-1.86, 3.36, 3.10)
C (-2.77, 1.84, 2.99)
C (-2.73, 1.05, 4.29)
Cl (-1.11, 0.40, 4.63)
H (-2.38, 1.26, 2.16)
H (-3.81, 2.11, 2.76)
H (-3.41, 0.20, 4.23)
H (-3.03, 1.66, 5.15)
Cl (4.49, -3.15, 2.29)
C (3.79, -4.08, 0.94)
C (2.80, -5.13, 1.43)
Cl (3.60, -6.45, 2.32)
H (4.61, -4.53, 0.38)
H (3.28, -3.37, 0.29)
H (2.30, -5.59, 0.57)
H (2.04, -4.70, 2.08)
Cl (4.26, -4.63, 8.43)
C (3.75, -5.91, 7.29)
C (3.07, -5.34, 6.06)
Cl (1.49, -4.62, 6.43)
H (3.09, -6.59, 7.83)
H (4.65, -6.45, 7.01)
H (2.90, -6.14, 5.33)
H (3.69, -4.57, 5.57)
Cl (-3.66, 3.79, -7.75)
C (-4.57, 2.27, -7.86)
C (-4.53, 1.48, -6.56)
Cl (-2.91, 0.83, -6.23)
H (-4.18, 1.69, -8.70)
H (-5.61, 2.54, -8.10)
H (-5.21, 0.63, -6.62)
H (-4.83, 2.09, -5.71)
Cl (0.79, -0.02, 10.53)
C (0.28, -1.29, 9.40)
C (-0.40, -0.72, 8.16)
Cl (-1.98, 0.00, 8.53)
H (-0.38, -1.98, 9.94)
H (1.18, -1.84, 9.11)
H (-0.57, -1.52, 7.44)
H (0.22, 0.04, 7.68)
Cl (1.70, -5.79, -1.79)
C (2.38, -5.91, -3.43)
C (1.64, -6.93, -4.28)
Cl (1.90, -8.60, -3.72)
H (3.44, -6.17, -3.33)
H (2.31, -4.92, -3.88)
H (2.00, -6.88, -5.31)
H (0.56, -6.74, -4.29)

Calculated values
Charge   +1
E_LUMO   -4.28 eV
HOMO-LUMO gap   7.25 eV